{"formula": "C9H12NOS", "method": "wB97M-V/def2-TZVPD", "elements": ["S", "O", "N", "C", "C", "C", "C", "C", "C", "C", "C", "C", "H", "H", "H", "H", "H", "H", "H", "H", "H", "H", "H", "H"], "xyz": [[0.42869, 1.22938, 2.16906], [-0.93102, -0.97846, 2.68784], [-1.79756, 1.38947, 0.10784], [-0.86328, 2.45293, 0.21677], [-0.69364, -1.95154, 0.08765], [0.29362, -1.10954, 0.67638], [1.59938, -1.03526, 0.14472], [1.20628, -3.02378, -1.14323], [-0.10309, -0.40694, 1.89542], [-0.19961, -2.86178, -0.81025], [0.56118, 2.00343, 0.64122], [2.09999, -2.11495, -0.64922], [3.13402, -2.09067, -0.80849], [1.50407, -3.85141, -1.76645], [1.10132, 1.53372, -0.20928], [2.21174, -0.26701, 0.48272], [1.12964, 2.92958, 0.86050], [-0.46922, 3.06505, -0.59817], [-1.35026, 3.08154, 1.03137], [-1.39175, -0.42260, 3.31190], [-1.52409, 0.59732, -0.49103], [-2.67307, 1.76417, -0.19943], [-0.83636, -3.72525, -0.95559], [-1.75149, -1.96934, 0.39660]], "mulliken_charge": [-0.082, -0.370, -0.352, -0.558, -0.497, 0.240, -0.369, -0.309, 0.780, -0.556, -0.621, -0.813, 0.454, 0.425, 0.437, 0.588, 0.409, 0.262, 0.363, 0.423, 0.151, 0.253, 0.317, 0.426], "largest_force_ev_per_a": 3.28, "charge": 1, "energy_ev": -23892.134, "relative_energy_kcal_mol": 34.5, "homo_lumo_gap_ev": 8.10}

{"formula": "FH2O3PS", "method": "wB97M-V/def2-TZVPD", "elements": ["S", "P", "F", "O", "O", "O", "H", "H"], "xyz": [[2.33993, 1.04984, 1.75813], [0.78743, 0.51874, 0.78672], [0.88717, 1.61558, -2.51619], [0.72267, -1.14230, 0.60167], [-0.54116, 0.86908, 1.54650], [-0.06535, 1.38850, -1.57406], [1.40644, -1.68607, 0.19031], [-1.30915, 0.60107, 1.15687]], "mulliken_charge": [-0.247, 0.820, -0.085, -0.469, -0.373, -0.322, 0.349, 0.326], "largest_force_ev_per_a": 4.25, "energy_ev": -29011.865, "relative_energy_kcal_mol": 111.0, "homo_lumo_gap_ev": [7.83, 6.93]}

{"formula": "C45H102N6O7", "method": "wB97M-V/def2-TZVPD", "elements": ["O", "O", "O", "O", "O", "O", "O", "N", "N", "N", "N", "N", "N", "C", "C", "C", "C", "C", "C", "C", "C", "C", "C", "C", "C", "C", "C", "C", "C", "C", "C", "C", "C", "C", "C", "C", "C", "C", "C", "C", "C", "C", "C", "C", "C", "C", "C", "C", "C", "C", "C", "C", "C", "C", "C", "C", "C", "C", "H", "H", "H", "H", "H", "H", "H", "H", "H", "H", "H", "H", "H", "H", "H", "H", "H", "H", "H", "H", "H", "H", "H", "H", "H", "H", "H", "H", "H", "H", "H", "H", "H", "H", "H", "H", "H", "H", "H", "H", "H", "H", "H", "H", "H", "H", "H", "H", "H", "H", "H", "H", "H", "H", "H", "H", "H", "H", "H", "H", "H", "H", "H", "H", "H", "H", "H", "H", "H", "H", "H", "H", "H", "H", "H", "H", "H", "H", "H", "H", "H", "H", "H", "H", "H", "H", "H", "H", "H", "H", "H", "H", "H", "H", "H", "H", "H", "H", "H", "H", "H", "H"], "xyz": [[6.03775, 2.12048, 0.72368], [5.31914, -2.09968, 4.64233], [-3.29044, 3.71084, -3.92685], [-11.53046, 2.06398, -2.77377], [2.90273, -9.73719, -6.46779], [-4.82855, 7.95611, 7.51887], [-2.80910, -1.75651, -2.45672], [-2.24634, 3.92022, -4.76697], [3.93224, -9.31462, -5.59364], [-8.85810, 0.78849, -0.54277], [-4.44928, 6.85765, 6.79558], [7.59430, 5.43675, 0.65898], [4.99785, -3.41867, 4.36754], [-5.49711, 5.85990, 6.41842], [3.52768, -11.25151, -3.86407], [-4.93446, 4.66205, 5.72112], [-1.73586, 6.16423, -3.51493], [5.71946, -10.06308, -4.04150], [3.64342, -8.06744, -4.81069], [-12.24335, 0.99458, -3.21926], [-3.64126, 5.37864, -6.35429], [0.02027, 4.99767, -5.00491], [6.13355, -4.37408, 4.43895], [3.51724, -3.52681, 6.42075], [6.60973, 3.24496, 0.13347], [-3.93298, 4.95836, 4.59102], [3.25452, -5.11254, 4.57199], [4.34106, -6.17672, 4.64833], [4.50869, -10.53233, -4.86063], [6.11246, 4.60232, 2.29003], [-2.76480, 5.71704, 5.25305], [3.63053, -3.64065, 4.89935], [5.12181, -11.41629, -5.97580], [-3.61450, 8.06798, 4.76943], [-3.22854, 2.87383, -6.82004], [7.09742, 4.19769, 1.22156], [-0.36453, 5.53475, -6.39356], [-10.18665, 1.80663, -2.29835], [2.57117, -2.74464, 4.07313], [-0.78290, 3.93746, -2.74934], [2.43993, -8.14110, -3.80511], [5.60018, 1.20642, -0.26760], [5.41000, -8.81901, -3.18695], [-6.23035, 5.31873, 7.68121], [-3.22982, 7.06298, 5.90263], [-6.56178, 6.43174, 5.48591], [-1.32092, 4.40903, -7.01803], [3.46120, -6.91631, -5.89384], [-10.15526, 1.28698, -0.83475], [7.18214, -4.04283, 3.37321], [-10.62513, 2.32574, 0.16039], [5.61069, -5.75104, 3.95522], [-1.20145, 4.75875, -4.06260], [4.97678, -7.65162, -4.07894], [-2.60343, 4.15824, -6.17550], [-2.13387, -1.80410, -1.25781], [6.75031, -4.52614, 5.84570], [-2.04327, 7.52273, 6.72567], [2.48517, -8.99675, -3.13139], [6.33275, -8.42557, -2.76051], [-2.10816, 5.94573, 4.41364], [6.04446, -4.88921, 6.59273], [2.33067, -7.21111, -3.24717], [-6.80733, 7.46502, 5.73120], [-1.52926, 4.48656, -8.08513], [7.66886, -5.11249, 5.86961], [-2.40143, 6.02162, -2.66359], [-5.12501, 8.55920, 6.83331], [4.36716, -11.80128, -6.66165], [-1.50711, 3.88623, -1.93632], [-3.78464, 6.04639, -5.50480], [-3.63909, 3.95207, 4.29250], [2.71058, -1.66473, 4.12251], [-2.80656, 8.13018, 4.04042], [0.81451, 5.66159, -4.66357], [1.57333, -8.36187, -4.42830], [3.26409, -10.82859, -2.89466], [2.48215, -5.49314, 5.24033], [7.46471, 2.98070, -0.48885], [2.47477, -3.62507, 6.72361], [-2.13651, 5.06062, 5.85511], [-0.95603, 6.44669, -6.31237], [1.60743, -3.08013, 4.45623], [4.53411, -6.46295, 5.68220], [-3.78383, 9.09831, 5.08222], [-3.98717, 2.47077, -6.14913], [-3.43327, 6.08479, -7.15815], [-10.40864, 1.90662, 1.14302], [4.95444, -6.74192, -3.47891], [-2.51922, -1.01155, -0.61637], [-1.06454, -1.74575, -1.46086], [-11.70904, 2.43638, 0.12885], [-7.47784, 5.84287, 5.43924], [5.88437, 3.74481, -0.50847], [-2.19991, -2.72172, -0.67324], [-0.00956, 4.58995, -2.34401], [-2.25597, 8.22202, 7.53429], [5.73473, -7.41516, -4.82573], [-11.76134, 0.54047, -4.08503], [-5.46513, 4.85989, 8.30732], [6.66223, 5.22182, 2.99861], [3.80257, -2.53925, 6.78326], [5.23092, 0.31118, 0.23270], [-9.60718, 2.72800, -2.35669], [6.12370, -10.85007, -3.40485], [6.88375, -3.99073, 2.32615], [5.41258, -1.67036, 3.78877], [7.95366, -4.81192, 3.33648], [-13.29480, 1.15851, -3.45519], [5.37749, -5.78792, 2.89110], [2.70364, -2.91972, 3.00548], [4.13990, -4.19571, 7.01487], [-5.74756, 4.10944, 5.25040], [-12.29053, 0.21767, -2.45618], [-6.24049, 6.48612, 4.44576], [4.19860, -6.91733, -6.69654], [-4.57775, 7.78875, 4.34247], [-7.01402, 4.60930, 7.41538], [5.60202, 3.77956, 2.79063], [4.91734, 1.70345, -0.95664], [-6.60764, 6.09525, 8.34662], [6.43806, 0.83907, -0.86015], [2.69831, -5.12960, 3.63473], [-3.61310, 3.09588, -7.81549], [-2.76008, -0.90900, -2.90498], [6.51902, -9.80359, -4.73537], [5.58287, -12.30866, -5.55250], [-8.67479, 0.02231, -1.17480], [8.42030, 5.34102, 0.08568], [7.95304, 3.68830, 1.66487], [3.79735, -12.29780, -3.72029], [6.98657, -3.51016, 6.16202], [7.77641, -3.13900, 3.50752], [-1.26571, 7.87404, 6.04738], [-3.62663, 4.60878, -3.97472], [5.21276, 5.11151, 1.94454], [-8.15806, 1.44751, -0.85222], [4.76518, -9.08759, -2.35019], [-0.39608, 2.95258, -3.01105], [-2.49332, 2.07483, -6.91573], [-10.68201, 0.34009, -0.71632], [2.52293, -11.26118, -4.28656], [-4.54373, 3.96244, 6.46004], [-10.13064, 3.29213, 0.06203], [0.67329, 4.12520, -5.02644], [-0.70304, 3.51115, -7.00595], [5.73984, -10.82751, -6.65365], [-4.32526, 5.49999, 3.73029], [-9.69530, 1.15242, -3.01855], [3.39860, -5.87823, -5.56740], [-2.15460, 6.82987, -4.26971], [-4.67113, 5.02508, -6.40374], [-1.55033, 6.64392, 7.14138], [0.49662, 5.81805, -6.99878], [6.34368, -6.54987, 4.06788], [2.57915, -7.17747, -6.47854], [3.99923, -7.11820, 4.21836], [-0.90706, 6.76508, -3.14052], [2.18796, -10.04678, -5.90666], [7.79978, 6.19784, 1.29035]], "mulliken_charge": [-0.246, -0.508, -0.384, -0.349, -0.444, -0.402, -0.509, -0.053, 0.025, -0.801, 0.062, -0.690, 0.333, 1.677, -1.567, -1.196, -1.806, -1.157, 1.330, -0.691, -1.597, -1.216, 1.569, -1.667, -0.844, -0.700, -1.138, -0.816, 1.517, -1.412, -1.270, 1.410, -1.897, -1.646, -1.863, 0.767, -0.628, -0.759, -1.734, -1.717, -1.424, -0.728, -0.561, -1.877, 1.518, -1.809, -1.520, -1.845, 0.674, -1.943, -1.383, -1.210, 1.420, -1.139, 1.696, -0.515, -1.661, -1.836, 0.237, 0.400, 0.473, 0.271, 0.345, 0.308, 0.506, 0.387, 0.497, 0.371, 0.410, 0.327, 0.340, 0.381, 0.345, 0.398, 0.442, 0.407, 0.299, 0.375, 0.345, 0.427, 0.418, 0.263, 0.401, 0.355, 0.433, 0.400, 0.331, 0.392, 0.460, 0.236, 0.235, 0.311, 0.434, 0.383, 0.240, 0.414, 0.331, 0.379, 0.282, 0.491, 0.360, 0.372, 0.220, 0.320, 0.391, 0.416, 0.336, 0.410, 0.272, 0.416, 0.442, 0.313, 0.419, 0.269, 0.379, 0.435, 0.367, 0.360, 0.331, 0.294, 0.369, 0.309, 0.433, 0.401, 0.312, 0.406, 0.394, 0.259, 0.213, 0.132, 0.408, 0.379, 0.413, 0.410, 0.424, 0.351, 0.239, 0.287, 0.404, 0.430, 0.250, 0.342, 0.411, 0.296, 0.441, 0.421, 0.435, 0.328, 0.420, 0.356, 0.338, 0.439, 0.396, 0.423, 0.472, 0.410, 0.402, 0.427, 0.362, 0.215], "smiles": "CC1(C)CCCC(C)(C)N1O.CC1(C)CCCC(C)(C)N1O.CC1(C)CCCC(C)(C)N1O.CC1(C)CCCC(C)(C)N1O.COC[C@H](C)N.COC[C@H](C)N.CO", "largest_force_ev_per_a": 4.27, "energy_ev": -71581.758, "relative_energy_kcal_mol": 104.0, "homo_lumo_gap_ev": 8.30}

{"formula": "C3H9NO", "method": "wB97M-V/def2-TZVPD", "elements": ["O", "N", "C", "C", "C", "H", "H", "H", "H", "H", "H", "H", "H", "H"], "xyz": [[2.84087, -0.16504, 3.29206], [-0.90175, -0.55055, 0.14999], [-1.19104, -1.71505, -0.22530], [-0.06660, 0.94459, -1.50588], [-1.29962, 0.50413, -0.71363], [-1.58698, 1.35959, -0.09350], [0.27272, 0.10290, -2.12548], [2.63911, 0.67571, 3.71122], [-0.79161, -2.58743, 0.28573], [-0.23790, 1.79561, -2.16670], [-2.10325, 0.36371, -1.44515], [3.56313, 0.04453, 2.68499], [0.79178, 1.18137, -0.87219], [-1.92885, -1.95406, -0.97615]], "mulliken_charge": [-0.636, -0.369, -0.310, -1.038, -0.288, 0.280, 0.283, 0.317, 0.265, 0.334, 0.316, 0.317, 0.282, 0.247], "smiles": "C=NCC.O", "largest_force_ev_per_a": 2.28, "energy_ev": -6793.442, "relative_energy_kcal_mol": 37.2, "homo_lumo_gap_ev": 10.80}

{"formula": "H7HfO20S4", "method": "wB97M-V/def2-TZVPD", "elements": ["Hf", "S", "S", "S", "S", "O", "O", "O", "O", "O", "O", "O", "O", "O", "O", "O", "O", "O", "O", "O", "O", "O", "O", "O", "O", "H", "H", "H", "H", "H", "H", "H"], "xyz": [[-26.96780, -24.75824, 14.18696], [-28.84503, -26.82228, 12.96928], [-27.62027, -22.17454, 11.69744], [-25.24073, -27.51571, 15.88007], [-24.41900, -25.78178, 11.70922], [-28.71293, -26.34477, 14.41130], [-26.21957, -26.51954, 15.22743], [-27.81298, -25.89063, 12.38467], [-27.12298, -22.44694, 10.36067], [-27.41549, -20.73557, 12.06426], [-25.32712, -25.09343, 12.72916], [-28.48047, -28.22702, 12.87489], [-29.10371, -22.46165, 11.76890], [-23.01254, -25.61331, 12.16801], [-25.29490, -27.14933, 17.34509], [-25.80198, -28.87604, 15.71863], [-24.76732, -27.20933, 11.58280], [-23.89162, -27.39821, 15.35642], [-24.58344, -25.07881, 10.40580], [-30.17986, -26.54768, 12.39627], [-27.34702, -22.33546, 15.21535], [-29.11916, -23.75917, 13.79880], [-26.95769, -22.99358, 12.78160], [-27.81564, -24.91526, 16.41841], [-25.16005, -23.97413, 15.18418], [-25.07231, -23.03038, 15.36528], [-26.69858, -21.63826, 15.32343], [-29.80946, -23.43928, 14.37409], [-28.68278, -24.73176, 16.77459], [-27.27916, -25.36599, 17.08444], [-29.25788, -23.37833, 12.86491], [-28.17908, -22.00252, 15.55423]], "mulliken_charge": [2.265, 1.187, 1.108, 1.068, 1.046, -0.635, -0.154, -0.620, -0.689, -0.851, -0.517, -0.688, -0.888, -0.816, -0.902, -0.766, -0.775, -0.698, -0.793, -0.808, -0.260, -0.316, -0.473, -0.384, -0.752, -0.004, 0.179, 0.020, 0.189, 0.194, 0.399, 0.133], "largest_force_ev_per_a": 4.80, "charge": -5, "energy_ev": -85701.091, "relative_energy_kcal_mol": 0.0, "homo_lumo_gap_ev": 2.56}